# 1
Molecular formula: C6H12O
Method: DFT, ωB97M-V/def2-TZVPD

CARTESIAN COORDINATES (ANGSTROEM)
C -0.734 -1.641 -0.780
C -0.323 -0.169 -0.756
C 0.428 0.243 -2.021
C 0.511 0.110 0.480
C 0.592 1.529 1.070
C -0.239 0.472 1.709
O -1.496 0.379 2.054
H -1.308 -1.889 0.119
H -1.354 -1.862 -1.657
H 0.148 -2.294 -0.822
H -1.238 0.433 -0.676
H -0.183 0.069 -2.913
H 1.354 -0.336 -2.131
H 0.697 1.305 -1.995
H 1.420 -0.484 0.573
H 1.535 1.838 1.512
H 0.023 2.322 0.588
H 0.550 0.002 2.778
H -0.394 -0.012 2.883

Charge ... 0
E_HOMO ... -0.322 Eh
LUMO ... 0.021 Eh


# 2
Molecular formula: C6H12O
Method: DFT, ωB97M-V/def2-TZVPD

CARTESIAN COORDINATES (ANGSTROEM)
C 2.177 -0.140 0.537
O 0.845 -0.330 0.943
C -0.083 0.647 0.492
C -1.018 0.958 1.654
C -0.877 0.161 -0.711
C -0.234 -0.512 -1.889
C -1.071 -1.311 -0.928
H 2.527 0.878 0.763
H 2.325 -0.323 -0.536
H 2.784 -0.856 1.097
H 0.468 1.562 0.219
H -1.750 1.721 1.366
H -0.454 1.322 2.519
H -1.560 0.054 1.949
H -1.727 0.802 -0.944
H 0.840 -0.669 -1.881
H -0.643 -0.297 -2.872
H -0.537 -1.967 -0.247
H -2.040 -1.673 -1.260

Charge ... 0
E_HOMO ... -0.356 Eh
LUMO ... 0.043 Eh
SMILES ... CO[C@H](C)C1CC1


# 3
Molecular formula: C6H12O
Method: DFT, ωB97M-V/def2-TZVPD

CARTESIAN COORDINATES (ANGSTROEM)
C 2.520 -0.414 -0.029
C 1.516 0.610 -0.541
C 0.144 0.468 0.129
C -1.030 0.823 -0.775
C -2.174 0.058 -0.116
C -1.464 -1.231 0.308
O -0.106 -0.879 0.542
H 2.657 -0.320 1.053
H 2.144 -1.420 -0.223
H 3.492 -0.299 -0.515
H 1.879 1.631 -0.360
H 1.412 0.508 -1.630
H 0.121 1.100 1.033
H -1.179 1.904 -0.845
H -0.842 0.434 -1.786
H -3.028 -0.122 -0.777
H -2.528 0.603 0.768
H -1.897 -1.666 1.217
H -1.505 -1.994 -0.484

Charge ... 0
E_HOMO ... -0.346 Eh
LUMO ... 0.042 Eh
SMILES ... CC[C@H]1CCCO1


One value per record, in order, for energy: -310.8671; -311.0021; -311.0407 a.u..
One value per record, in order, for Kohn-Sham gap: 9.3; 10.9; 10.6 eV.
One value per record, in order, for ΔE to the lowest compared entry with this formula, charge and spin: 504.5; 150.2; 48.7 kJ/mol.